(1)
Computed, not measured: a structure of composition C38H40N5O3PdSSi at a distorted geometry, with ωB97M-V with the def2-TZVPD basis set.

XYZ file:
```
89
Properties=species:S:1:pos:R:3
Pd -8.627 0.414 18.725
C -4.378 0.910 16.820
C -4.437 2.230 16.066
N -5.119 2.158 14.790
C -4.373 2.158 13.592
C -3.509 0.892 13.365
C -6.515 1.805 14.690
O -6.957 1.285 13.669
C -7.451 2.059 15.855
C -7.289 3.190 16.743
C -8.138 3.324 17.799
C -9.185 2.372 17.949
N -9.512 1.449 16.969
C -8.541 1.310 15.983
H -3.727 0.946 17.680
H -4.142 0.124 16.122
H -5.359 0.744 17.186
H -3.445 2.509 15.722
H -4.768 3.073 16.691
H -3.743 3.022 13.458
H -5.137 2.259 12.783
H -2.724 0.876 14.180
H -3.084 0.822 12.340
H -4.026 -0.024 13.285
H -6.506 3.889 16.644
H -7.999 4.022 18.589
H -9.949 2.717 18.639
H -8.633 0.470 15.226
O -12.822 4.472 15.222
C -12.598 3.141 14.883
N -12.365 2.236 16.025
C -13.429 2.201 16.882
O -14.447 2.880 16.758
C -13.098 1.269 18.014
C -12.566 1.824 19.163
C -12.353 1.000 20.292
C -12.678 -0.352 20.164
N -13.217 -0.914 19.091
C -13.419 -0.102 17.989
H -13.611 4.460 15.826
H -11.657 3.130 14.303
H -13.533 2.757 14.450
H -11.438 1.842 16.365
H -12.511 2.944 19.245
H -12.055 1.340 21.297
H -12.628 -0.988 21.051
H -13.754 -0.558 17.092
S -10.104 -2.683 19.306
C -8.535 -2.172 18.859
C -8.443 -1.950 17.486
N -9.571 -2.242 16.769
C -10.502 -2.672 17.594
H -7.627 -2.116 19.442
H -7.500 -1.699 16.941
H -11.536 -2.808 17.381
C -9.707 0.501 24.910
C -8.588 1.335 24.753
C -7.956 1.351 23.483
C -8.340 0.562 22.432
C -9.401 -0.320 22.624
C -10.013 -0.350 23.845
Si -7.365 0.751 20.636
C -6.622 2.492 20.923
C -5.334 2.936 20.691
C -4.949 4.265 20.828
C -5.816 5.199 21.334
C -7.181 4.751 21.587
C -7.595 3.451 21.308
C -5.827 -0.315 21.050
C -5.115 -0.919 20.000
C -3.960 -1.704 20.192
C -3.460 -1.807 21.462
C -4.113 -1.193 22.500
C -5.219 -0.373 22.324
H -10.297 0.494 25.812
H -8.317 2.024 25.535
H -7.091 1.975 23.308
H -9.671 -0.923 21.786
H -10.753 -1.098 24.090
H -4.653 2.206 20.216
H -3.951 4.623 20.553
H -5.612 6.249 21.601
H -7.805 5.592 21.835
H -8.627 3.131 21.326
H -5.209 -0.554 18.960
H -3.426 -2.110 19.317
H -2.480 -2.302 21.678
H -3.548 -1.058 23.382
H -5.589 0.035 23.223
```

Results
* relative energy (zero: lowest compared OMol25 entry of this formula, charge and spin): 0.302 eV
* E_LUMO (spin up / spin down): 2.543 / 2.543 eV
* energy: -2787.1099 hartree
* molar mass: 781.3 g/mol
* frontier orbital gap (spin up / spin down): 6.4 / 6.4 eV
* strongest force on any atom: 0.0695 hartree/bohr
* total charge: -1

These are the Löwdin partial charges, in e, on atoms 1 to 8: 0.420 -0.056 -0.220 -0.087 -0.248 -0.078 -0.338 0.038


(2)
Computed, not measured: a structure of composition C38H40N8O5RhS4 at a distorted geometry, with ωB97M-V with the def2-TZVPD basis set.

XYZ file:
```
96
Properties=species:S:1:pos:R:3
Rh 0.417 -0.367 0.527
N 3.083 0.946 7.943
C 2.585 0.342 6.815
C 2.612 1.008 5.577
C 2.119 0.394 4.447
C 1.589 -0.896 4.536
C 1.530 -1.560 5.752
C 2.027 -0.945 6.883
S 0.880 -1.621 3.131
O 1.816 -1.401 1.999
O 0.531 -2.993 3.379
N -0.410 -0.668 2.905
C -1.439 -1.236 2.199
N -1.083 -1.793 1.019
C -2.037 -2.362 0.261
C -3.334 -2.385 0.673
C -3.614 -1.729 1.879
N -2.689 -1.158 2.636
H 3.532 1.838 7.892
H 3.113 0.455 8.813
H 3.023 2.013 5.520
H 2.137 0.904 3.486
H 1.098 -2.556 5.800
H 1.986 -1.456 7.841
H -1.720 -2.819 -0.672
H -4.102 -2.872 0.092
H -4.636 -1.656 2.249
O -1.073 0.894 -0.050
C -1.583 2.236 0.186
C -2.899 2.180 -0.573
C -2.964 1.745 -1.869
C -4.284 1.754 -2.393
C -5.196 2.195 -1.485
S -4.462 2.596 0.002
C -1.634 2.632 1.675
C -0.514 2.929 2.397
C -0.783 3.218 3.766
C -2.106 3.144 4.057
S -3.021 2.720 2.686
C -0.704 3.288 -0.508
C 0.539 3.155 -1.033
C 1.058 4.385 -1.562
C 0.189 5.414 -1.421
S -1.259 4.909 -0.661
H -2.079 1.465 -2.434
H -4.530 1.459 -3.403
H -6.265 2.332 -1.611
H 0.474 2.966 1.949
H -0.021 3.478 4.495
H -2.602 3.331 5.002
H 1.075 2.221 -1.042
H 2.031 4.482 -2.032
H 0.310 6.447 -1.730
N 2.222 0.677 0.178
C 3.357 0.509 0.289
N 4.645 0.317 0.432
C 5.664 1.046 -0.354
C 6.428 0.052 -1.206
O 6.909 -1.041 -0.435
C 5.871 -1.757 0.221
C 5.153 -0.859 1.197
H 6.342 1.539 0.340
H 5.181 1.797 -0.972
H 7.299 0.537 -1.634
H 5.787 -0.309 -2.018
H 6.333 -2.591 0.739
H 5.158 -2.144 -0.517
H 5.860 -0.492 1.938
H 4.329 -1.356 1.697
C -3.967 -3.068 -2.769
C -2.754 -3.133 -3.689
N -2.686 -1.997 -4.610
C -3.658 -1.984 -5.729
C -4.780 -0.961 -5.620
C -1.748 -1.012 -4.562
O -1.739 -0.051 -5.321
C -0.567 -1.182 -3.625
C 0.661 -1.464 -4.213
C 1.788 -1.602 -3.421
C 1.663 -1.423 -2.062
N 0.494 -1.113 -1.495
C -0.606 -0.981 -2.257
H -3.959 -3.920 -2.078
H -4.897 -3.113 -3.342
H -3.965 -2.136 -2.191
H -2.785 -4.050 -4.277
H -1.844 -3.165 -3.100
H -4.072 -2.991 -5.786
H -3.099 -1.794 -6.642
H -5.317 -1.054 -4.671
H -5.493 -1.114 -6.438
H -4.374 0.045 -5.708
H 0.721 -1.570 -5.290
H 2.754 -1.837 -3.851
H 2.510 -1.540 -1.395
H -1.527 -0.717 -1.741
```

Results
* relative energy (zero: lowest compared OMol25 entry of this formula, charge and spin): 2.779 eV
* E_LUMO (spin up / spin down): -4.096 / -4.095 eV
* energy: -3989.2932 hartree
* molar mass: 920.0 g/mol
* frontier orbital gap (spin up / spin down): 6.0 / 6.0 eV
* strongest force on any atom: 0.0281 hartree/bohr
* total charge: +1

These are the Löwdin partial charges, in e, on atoms 1 to 8: 1.189 0.125 -0.300 -0.022 -0.063 -0.322 -0.045 -0.016


(3)
Computed, not measured: a structure of composition C38H41ClN4O4OsP at a distorted geometry, with ωB97M-V with the def2-TZVPD basis set.

XYZ file:
```
90
Properties=species:S:1:pos:R:3
Os -0.298 0.572 -0.562
C -1.023 0.620 4.380
C -0.964 0.007 2.980
C -0.417 -1.414 3.092
P -0.020 1.029 1.719
C -0.286 2.796 2.252
C 0.576 3.740 1.425
C -1.755 3.187 2.147
C 1.763 0.716 1.861
C 2.448 0.600 3.062
C 3.809 0.314 3.093
C 4.530 0.080 4.377
C 4.488 0.198 1.876
C 3.835 0.326 0.675
C 2.445 0.567 0.625
N 1.742 0.546 -0.536
C 2.401 0.706 -1.749
C 2.288 -0.259 -2.783
C 1.494 -1.521 -2.651
C 3.007 -0.079 -3.949
C 3.825 1.022 -4.163
C 4.606 1.169 -5.419
C 3.899 1.983 -3.157
C 3.208 1.858 -1.972
C 3.233 2.990 -0.994
H -1.590 -0.053 5.020
H -1.517 1.586 4.407
H -0.032 0.716 4.814
H -1.981 -0.040 2.565
H 0.623 -1.411 3.408
H -0.493 -1.951 2.157
H -0.992 -1.963 3.835
H 0.041 2.841 3.297
H 0.303 3.671 0.375
H 1.633 3.511 1.543
H 0.410 4.764 1.752
H -2.069 3.159 1.109
H -1.889 4.205 2.508
H -2.414 2.529 2.711
H 1.919 0.724 3.995
H 3.907 0.308 5.236
H 5.439 0.674 4.427
H 4.832 -0.966 4.438
H 5.546 -0.015 1.881
H 4.377 0.201 -0.250
H 1.767 -2.073 -1.751
H 1.686 -2.163 -3.508
H 0.422 -1.316 -2.628
H 2.922 -0.834 -4.716
H 4.334 0.407 -6.144
H 5.670 1.081 -5.201
H 4.442 2.155 -5.849
H 4.499 2.867 -3.319
H 3.732 3.847 -1.438
H 3.752 2.731 -0.073
H 2.211 3.270 -0.751
O -1.472 2.878 -3.381
Cl -0.327 2.233 -2.922
O 0.823 2.559 -3.644
O -0.517 0.803 -2.901
O -0.118 2.585 -1.511
N -7.808 -6.390 -0.745
C -6.963 -5.617 -0.719
C -5.932 -4.647 -0.688
C -5.711 -3.909 0.475
C -4.716 -2.952 0.501
C -3.920 -2.722 -0.620
C -4.141 -3.471 -1.773
C -5.146 -4.419 -1.817
C -2.840 -1.709 -0.551
C -3.179 -0.341 -0.635
C -4.475 0.202 -0.851
C -4.321 1.586 -0.958
C -2.975 1.849 -0.804
N -2.276 0.684 -0.596
C -1.524 -2.170 -0.351
C -1.138 -3.530 -0.171
C 0.212 -3.533 0.171
C 0.619 -2.216 0.189
N -0.431 -1.378 -0.155
H -6.324 -4.088 1.344
H -4.539 -2.380 1.399
H -3.531 -3.297 -2.647
H -5.335 -4.978 -2.721
H -5.375 -0.369 -0.952
H -5.087 2.312 -1.144
H -2.476 2.794 -0.909
H -1.789 -4.378 -0.257
H 0.819 -4.386 0.390
H 1.577 -1.822 0.476
```

Results
* relative energy (zero: lowest compared OMol25 entry of this formula, charge and spin): 1.154 eV
* E_LUMO (spin up / spin down): -5.571 / -5.489 eV
* energy: -2884.3781 hartree
* molar mass: 874.4 g/mol
* frontier orbital gap (spin up / spin down): 5.2 / 5.3 eV
* strongest force on any atom: 0.0799 hartree/bohr
* total charge: +1

These are the Löwdin partial charges, in e, on atoms 1 to 8: 1.359 -0.096 -0.479 -0.091 1.036 -0.502 -0.099 -0.088